No. 1
Density functional theory data (the ωB97M-V functional and the def2-TZVPD basis) for 2 unconnected molecules or ions with the total composition C7H17NSi in a non-equilibrium geometry.

Each line ends with the natural charge from an NBO analysis.
Atoms and positions in Å:
Si1 1.2803 0.4852 -0.0223  1.8253
N1 0.2578 -0.7708 -0.4704  -1.0750
C1 0.2695 -2.2357 -0.2096  -0.3874
C2 1.7885 0.9473 1.6039  -1.1771
C3 -2.3551 -0.5459 1.3744  -0.3166
C4 -3.1854 -0.5653 0.4734  -0.0015
C5 0.7666 1.9860 -0.9935  -1.1301
C6 -4.4985 -0.5327 -0.3627  -0.6776
C7 2.9520 -0.1071 -0.7840  -1.0915
H1 -5.3935 -0.4769 0.4231  0.2481
H2 1.3045 2.9584 -0.8760  0.2444
H3 0.0293 -2.3839 0.8909  0.1816
H4 1.8438 0.1057 2.2824  0.2408
H5 2.9926 -1.0363 -0.2748  0.2114
H6 -0.4383 -2.7135 -0.7774  0.1953
H7 -0.4191 -0.5851 -1.1444  0.3929
H8 2.7564 -0.0415 -1.7942  0.2175
H9 -0.2568 2.2473 -1.0964  0.2338
H10 3.8492 0.4084 -0.5495  0.2162
H11 -2.4311 -0.4878 2.5424  0.2687
H12 1.0094 1.6202 -2.0047  0.2279
H13 -4.4421 -1.5301 -0.7963  0.2372
H14 -4.5653 0.2722 -1.1084  0.2403
H15 1.1648 1.6494 2.0521  0.2368
H16 1.2730 -2.6543 -0.3524  0.1840
H17 2.8202 1.3363 1.6451  0.2545

Calculated values
DFT total energy = -16899.3921 eV
Energy above the lowest of the compared OMol25 structures with the same formula, charge and spin = 3.650 eV
M = 143.3 g/mol
Frontier orbital gap = 8.88 eV
2S+1 = 1
HOMO = -8.28 eV

---

No. 2
Density functional theory data (the ωB97M-V functional and the def2-TZVPD basis) for a molecular structure, C7H17NSi2 in a non-equilibrium geometry.

Each line ends with the natural charge from an NBO analysis.
Atoms and positions in Å:
Si1 1.6772 -0.4487 0.1179  1.0718
Si2 -0.4907 0.4205 0.0660  1.3518
N1 -1.5306 -0.9869 0.2447  -0.8602
C1 0.3001 -2.5299 0.0622  -0.4703
C2 -1.1161 1.7535 1.2532  -1.1400
C3 2.9014 -0.0156 1.3899  -1.1665
C4 -0.9828 1.3507 -1.5652  -1.1026
C5 -2.9374 -0.7770 -0.0422  -0.4081
C6 2.6022 -0.1833 -1.6182  -1.0656
C7 -0.9825 -2.3072 0.0111  -0.0635
H1 -0.4715 2.6775 1.4660  0.2469
H2 2.1369 -0.1048 -2.5742  0.2402
H3 -1.3186 1.1614 2.2671  0.2337
H4 -3.4057 -1.7734 0.0000  0.2071
H5 3.4681 -0.8882 -1.5936  0.2307
H6 -0.4100 0.8063 -2.4009  0.2300
H7 3.1760 -0.9136 1.9049  0.2555
H8 -3.1004 -0.1696 -0.9953  0.1793
H9 0.8768 -3.3977 -0.0240  0.1997
H10 -1.7594 -3.1346 0.1962  0.1986
H11 -2.0989 2.1152 0.8290  0.2362
H12 2.2070 0.6201 2.1110  0.2560
H13 -2.0204 0.9747 -1.7294  0.2196
H14 2.9774 0.9193 -1.4902  0.2222
H15 -0.9904 2.4461 -1.5508  0.2405
H16 -3.5531 -0.1650 0.7237  0.1928
H17 3.8079 0.5329 1.0488  0.2642

Calculated values
DFT total energy = -24777.6537 eV
Energy above the lowest of the compared OMol25 structures with the same formula, charge and spin = 0.000 eV
M = 171.4 g/mol
Frontier orbital gap = 8.56 eV
2S+1 = 1
HOMO = -7.78 eV

---

No. 3
Density functional theory data (the ωB97M-V functional and the def2-TZVPD basis) for 2 unconnected molecules or ions with the total composition C7H17O2 in a non-equilibrium geometry.

Each line ends with the natural charge from an NBO analysis.
Atoms and positions in Å:
O1 -0.6127 -2.9035 -0.8569  -0.3243
O2 0.1084 0.1284 0.3305  -0.5855
C1 -0.0597 2.3750 1.4230  -0.6372
C2 1.4079 -0.3499 0.1345  -0.2716
C3 -1.3563 -2.0455 -0.3111  0.4366
C4 0.0862 -3.8968 -0.1455  -0.3157
C5 0.9078 2.1172 -0.9052  -0.6495
C6 -1.4711 1.5821 -0.5197  -0.6181
C7 -0.1164 1.5754 0.0881  0.2722
H1 1.8505 -0.4895 -0.8217  0.1890
H2 0.9525 -3.4702 0.3794  0.2392
H3 0.3210 -4.7261 -0.8591  0.2521
H4 1.9228 1.7770 -0.7397  0.2225
H5 -0.4986 -4.4801 0.6420  0.2338
H6 -1.5440 -1.9070 0.7511  0.2199
H7 -1.6433 0.5151 -0.8797  0.1889
H8 1.5145 -1.3172 0.7708  0.1677
H9 -1.8926 -1.4583 -0.9766  0.2016
H10 -1.4693 2.4086 -1.2429  0.2391
H11 -0.7933 3.0592 1.4829  0.2176
H12 0.9006 2.8245 1.6918  0.2251
H13 -0.1751 1.6585 2.3240  0.2250
H14 2.1529 0.2336 0.6383  0.1961
H15 -2.1331 1.8622 0.2861  0.2228
H16 0.5743 1.7865 -1.9005  0.2129
H17 1.0663 3.1409 -0.7838  0.2398

Calculated values
DFT total energy = -11619.0370 eV
Energy above the lowest of the compared OMol25 structures with the same formula, charge and spin = 0.846 eV
Net charge = +1
M = 133.2 g/mol
Frontier orbital gap = 7.75 eV
2S+1 = 1
HOMO = -13.59 eV

---

No. 4
Density functional theory data (the ωB97M-V functional and the def2-TZVPD basis) for a molecular structure, C7H18AlCl3GeN2O2PS3.

Each line ends with the natural charge from an NBO analysis.
Atoms and positions in Å:
Ge1 4.1729 2.4180 -1.5824  1.0902
Cl1 3.1176 4.2464 -2.1580  -0.5196
Cl2 2.4879 0.8510 -2.5670  -0.4920
Cl3 2.7614 1.9477 0.4337  -0.4582
S1 -0.7061 1.2682 -0.7746  -0.2516
S2 0.9024 -0.5078 1.6261  -0.5741
S3 1.2638 -1.8098 -1.2490  -0.5182
P1 0.9247 -2.2605 0.6679  1.7930
Al1 1.4209 0.3695 -0.5023  1.2185
O1 -0.3940 -3.0604 0.9184  -0.8378
O2 2.0248 -3.2434 1.1621  -0.8254
N1 0.2109 3.1150 -2.5197  -0.5650
N2 -1.6856 3.6539 -1.3905  -0.5568
C1 1.4362 -5.1632 2.5532  -0.6386
C2 -2.7844 3.4890 -0.4172  -0.4174
C3 -1.7185 -2.4643 0.6913  -0.0580
C4 2.0217 -3.7774 2.5322  -0.0566
C5 -2.4682 -2.4438 1.9903  -0.6354
C6 -0.7068 2.7814 -1.6254  0.3920
C7 0.2426 4.3946 -3.2273  -0.4451
H1 -2.1946 -3.0851 -0.0583  0.2065
H2 -1.6046 -1.4633 0.2843  0.1904
H3 -3.4741 -2.0418 1.8275  0.2299
H4 -1.7261 4.4611 -1.9854  0.4134
H5 0.9326 2.4412 -2.6938  0.4361
H6 1.9647 -5.8109 1.8520  0.2271
H7 -3.1301 4.4777 -0.1339  0.2264
H8 -1.9580 -1.8138 2.7229  0.2211
H9 1.1473 4.4269 -3.8238  0.2502
H10 3.0583 -3.7672 2.8292  0.2080
H11 0.2705 5.2335 -2.5288  0.2164
H12 -0.6131 4.5024 -3.8994  0.2115
H13 0.3767 -5.1544 2.2959  0.2238
H14 -2.4230 2.9784 0.4673  0.2336
H15 1.4782 -3.0823 3.1734  0.1881
H16 -3.6110 2.9254 -0.8450  0.2169
H17 1.5464 -5.5808 3.5573  0.2311
H18 -2.5644 -3.4509 2.3968  0.2255

Calculated values
DFT total energy = -157105.5804 eV
Energy above the lowest of the compared OMol25 structures with the same formula, charge and spin = 0.252 eV
Net charge = +1
M = 495.4 g/mol
Frontier orbital gap = 9.05 eV
2S+1 = 1
HOMO = -12.19 eV